(1)
DFT (ωB97M-V/def2-TZVPD) results for the ion C6H13N2S2 with charge +1 in a non-equilibrium geometry.

CARTESIAN COORDINATES (ANGSTROEM)
C -1.738 -1.250 -0.127
C -0.170 0.860 0.468
C 0.766 -1.195 -0.808
C 1.046 0.042 0.047
C 1.870 0.965 -0.919
C 1.856 -0.165 1.168
N -1.347 0.771 -0.347
N -3.021 -1.370 0.216
S -0.561 -2.348 -0.310
S -2.588 1.619 0.197
H -0.391 0.631 1.430
H 0.100 1.875 0.398
H 0.573 -0.743 -1.823
H 1.668 -1.909 -0.750
H 2.844 0.513 -1.302
H 2.189 1.956 -0.481
H 1.218 1.096 -1.744
H 2.102 0.849 1.516
H 2.760 -0.545 0.908
H 1.450 -0.701 2.110
H -3.744 -0.636 0.359
H -3.493 -2.114 0.709
H -3.389 1.798 -0.916

Summary:
Total charge = +1
LUMO level = -4.516 eV
Energy above the lowest of the compared OMol25 structures with the same formula, charge and spin = 447.5 kJ/mol
E_HOMO = -13.02 eV

Let us look at the Löwdin charges, expressed in e, one per atom: atom 1 (C): -0.481, atom 2 (C): -0.287, atom 3 (C): -0.357, atom 4 (C): -0.642, atom 5 (C): -0.033, atom 6 (C): -0.087, atom 7 (N): -0.424, atom 8 (N): 0.070, atom 9 (S): 1.101, atom 10 (S): 0.903, atom 11 (H): 0.085, atom 12 (H): 0.115, atom 13 (H): 0.113, atom 14 (H): 0.128, atom 15 (H): 0.125, atom 16 (H): 0.119, atom 17 (H): 0.065, atom 18 (H): 0.116, atom 19 (H): 0.067, atom 20 (H): 0.146, atom 21 (H): 0.088, atom 22 (H): 0.129, atom 23 (H): -0.058

---

(2)
DFT (ωB97M-V/def2-TZVPD) results for a cluster of 2 separate species, C3H5FS in total in a non-equilibrium geometry.

CARTESIAN COORDINATES (ANGSTROEM)
C 1.320 -1.092 0.434
C 0.937 0.020 -0.097
C -0.977 0.936 0.254
F 1.495 0.696 -1.074
S -2.222 -0.088 -0.526
H 2.189 -1.616 0.134
H 0.893 -1.623 1.141
H -1.030 0.677 1.286
H -0.893 1.967 0.211
H -1.713 0.122 -1.763

Summary:
LUMO level = 0.754 eV
Energy above the lowest of the compared OMol25 structures with the same formula, charge and spin = 303.5 kJ/mol
E_HOMO = -8.90 eV

Let us look at the Löwdin charges, expressed in e, one per atom: atom 1 (C): 0.029, atom 2 (C): -0.240, atom 3 (C): -0.433, atom 4 (F): 0.046, atom 5 (S): 0.661, atom 6 (H): 0.062, atom 7 (H): 0.007, atom 8 (H): -0.003, atom 9 (H): 0.004, atom 10 (H): -0.135

---

(3)
DFT (ωB97M-V/def2-TZVPD) results for the molecule C9H9N in a non-equilibrium geometry.

CARTESIAN COORDINATES (ANGSTROEM)
C 4.534 0.340 0.059
C 3.543 -0.402 0.127
C 0.010 1.833 -0.004
C 1.154 1.148 0.053
C -0.041 -0.885 -0.005
C -1.276 -0.290 0.002
C -1.369 1.105 -0.340
C 2.340 -0.980 -0.130
C -2.537 -0.986 0.227
N 1.136 -0.244 -0.127
H 0.094 2.920 0.167
H 2.230 1.381 0.347
H 0.186 -1.883 0.285
H -2.138 1.625 0.203
H -1.649 1.138 -1.382
H 2.173 -2.115 -0.251
H -3.364 -0.384 0.405
H -2.359 -1.710 1.022
H -2.669 -1.612 -0.657

Summary:
LUMO level (alpha / beta) = -0.920 / -0.921 eV
Energy above the lowest of the compared OMol25 structures with the same formula, charge and spin = 515.7 kJ/mol
E_HOMO (alpha / beta) = -8.27 / -8.27 eV

Let us look at the Löwdin charges, expressed in e, one per atom: atom 1 (C): 0.021, atom 2 (C): -0.278, atom 3 (C): 0.000, atom 4 (C): -0.063, atom 5 (C): -0.056, atom 6 (C): -0.291, atom 7 (C): -0.130, atom 8 (C): -0.044, atom 9 (C): -0.042, atom 10 (N): -0.102, atom 11 (H): 0.108, atom 12 (H): 0.122, atom 13 (H): 0.116, atom 14 (H): 0.108, atom 15 (H): 0.125, atom 16 (H): 0.152, atom 17 (H): 0.063, atom 18 (H): 0.093, atom 19 (H): 0.098

---

(4)
DFT (ωB97M-V/def2-TZVPD) results for the ion C5H12N3 with charge +1 in a non-equilibrium geometry.

CARTESIAN COORDINATES (ANGSTROEM)
C 0.939 -0.417 0.872
C -1.002 0.797 -0.700
C -2.374 0.715 -0.017
C 1.889 -0.677 3.114
C 0.303 0.079 -2.726
N 0.163 0.122 -0.198
N 0.911 -0.175 2.122
N -0.483 -0.202 -1.560
H 1.555 -1.124 0.329
H -0.919 1.737 -1.058
H -2.521 -0.415 0.265
H -3.119 1.115 -0.733
H -2.214 1.334 0.874
H 1.485 -0.243 4.021
H 2.013 -1.821 3.134
H 2.814 -0.118 2.928
H -0.221 0.855 -3.400
H 1.237 0.445 -2.333
H 0.543 -0.875 -3.398
H -0.997 -1.131 -1.537

Summary:
Total charge = +1
LUMO level = -3.693 eV
Structure (SMILES) = C/N=C/N1[C@H](C)[N@H+]1C
Energy above the lowest of the compared OMol25 structures with the same formula, charge and spin = 547.7 kJ/mol
E_HOMO = -13.39 eV

Let us look at the Löwdin charges, expressed in e, one per atom: atom 1 (C): -0.181, atom 2 (C): -0.291, atom 3 (C): 0.015, atom 4 (C): -0.093, atom 5 (C): -0.002, atom 6 (N): 0.096, atom 7 (N): -0.001, atom 8 (N): -0.008, atom 9 (H): 0.128, atom 10 (H): 0.123, atom 11 (H): 0.129, atom 12 (H): 0.099, atom 13 (H): 0.099, atom 14 (H): 0.067, atom 15 (H): 0.115, atom 16 (H): 0.083, atom 17 (H): 0.141, atom 18 (H): 0.098, atom 19 (H): 0.157, atom 20 (H): 0.228

---

(5)
DFT (ωB97M-V/def2-TZVPD) results for a structure of composition C37H35ClCrN2S2Si2 in a non-equilibrium geometry.

CARTESIAN COORDINATES (ANGSTROEM)
C 2.386 -1.714 3.886
C 2.343 -2.056 2.502
C 2.618 -0.879 1.751
H 2.264 -3.058 2.085
C 2.808 0.214 2.665
C 2.697 -0.322 3.994
H 2.930 0.208 4.913
H 2.321 -2.426 4.710
H 2.811 -0.871 0.684
H 3.095 1.232 2.408
Cr 0.739 -0.489 2.926
Si -2.308 -1.344 -1.032
C -1.797 -2.425 -2.460
C -2.680 -2.585 -3.543
H -3.645 -2.074 -3.525
C -2.331 -3.393 -4.628
H -3.027 -3.521 -5.458
C -1.092 -4.046 -4.649
H -0.819 -4.681 -5.493
C -0.208 -3.900 -3.574
H 0.761 -4.409 -3.572
C -0.568 -3.108 -2.477
H 0.119 -3.047 -1.629
C -0.960 -0.084 -0.640
C 0.371 -0.431 -0.609
H 0.693 -1.469 -0.672
C 1.348 0.606 -0.498
H 2.380 0.392 -0.772
C 1.051 1.686 0.407
H 1.823 2.245 0.924
C -0.329 2.080 0.415
H -0.677 2.963 0.941
C -1.222 1.322 -0.417
H -2.239 1.687 -0.576
H -2.347 -2.220 0.164
Si 0.421 2.106 -1.325
C 0.771 3.903 -1.873
C 1.447 4.137 -3.076
H 1.865 3.295 -3.631
C 1.557 5.430 -3.600
H 2.074 5.591 -4.546
C 1.002 6.510 -2.904
H 1.093 7.520 -3.305
C 0.346 6.283 -1.689
H -0.071 7.123 -1.133
C 0.227 4.987 -1.173
H -0.302 4.825 -0.232
C 0.051 1.417 -3.090
C 0.900 0.523 -3.738
H 1.888 0.286 -3.337
C 0.469 -0.123 -4.906
H 1.133 -0.833 -5.401
C -0.810 0.114 -5.416
H -1.151 -0.408 -6.314
C -1.662 1.001 -4.755
H -2.675 1.169 -5.122
C -1.226 1.658 -3.599
H -1.916 2.332 -3.087
H -3.640 -0.906 -1.240
Cl -1.230 0.635 2.556
C -0.211 -3.638 1.153
C -0.772 -3.347 2.490
N -0.483 -2.294 3.237
C -1.133 -2.333 4.478
C -1.985 -3.409 4.614
S -1.937 -4.435 3.231
C -0.839 -1.281 5.406
C -1.358 -1.030 6.664
S -0.725 0.436 7.325
C 0.193 0.679 5.848
N 0.072 -0.309 4.988
C 0.919 1.939 5.593
H 0.687 -4.264 1.245
H -0.965 -4.171 0.565
H 0.049 -2.696 0.657
H -2.581 -3.571 5.499
H -2.076 -1.679 7.147
H 0.541 2.677 6.306
H 1.987 1.791 5.774
H 0.751 2.280 4.565

Summary:
LUMO level (alpha / beta) = 0.077 / 0.070 eV
Multiplicity = 5
Energy above the lowest of the compared OMol25 structures with the same formula, charge and spin = 0.0 kJ/mol
E_HOMO (alpha / beta) = -5.99 / -6.02 eV

Let us look at the Löwdin charges, expressed in e, one per atom: atom 1 (C): -0.162, atom 2 (C): -0.173, atom 3 (C): -0.171, atom 4 (H): 0.099, atom 5 (C): -0.167, atom 6 (C): -0.191, atom 7 (H): 0.094, atom 8 (H): 0.121, atom 9 (H): 0.092, atom 10 (H): 0.103, atom 11 (Cr): 0.361, atom 12 (Si): 0.756, atom 13 (C): -0.311, atom 14 (C): -0.116, atom 15 (H): 0.093, atom 16 (C): -0.093, atom 17 (H): 0.101, atom 18 (C): -0.092, atom 19 (H): 0.100, atom 20 (C): -0.086, atom 21 (H): 0.103, atom 22 (C): -0.101, atom 23 (H): 0.075, atom 24 (C): -0.332, atom 25 (C): -0.148, atom 26 (H): 0.080, atom 27 (C): -0.262, atom 28 (H): 0.123, atom 29 (C): -0.197, atom 30 (H): 0.129, atom 31 (C): -0.300, atom 32 (H): 0.118, atom 33 (C): -0.255, atom 34 (H): 0.126, atom 35 (H): -0.025, atom 36 (Si): 0.643, atom 37 (C): -0.201, atom 38 (C): -0.089, atom 39 (H): 0.101, atom 40 (C): -0.080, atom 41 (H): 0.102, atom 42 (C): -0.090, atom 43 (H): 0.101, atom 44 (C): -0.091, atom 45 (H): 0.099, atom 46 (C): -0.089, atom 47 (H): 0.092, atom 48 (C): -0.255, atom 49 (C): -0.099, atom 50 (H): 0.102, atom 51 (C): -0.090, atom 52 (H): 0.098, atom 53 (C): -0.106, atom 54 (H): 0.099, atom 55 (C): -0.092, atom 56 (H): 0.099, atom 57 (C): -0.100, atom 58 (H): 0.104, atom 59 (H): -0.034, atom 60 (Cl): 0.218, atom 61 (C): -0.107, atom 62 (C): -0.577, atom 63 (N): 0.006, atom 64 (C): -0.309, atom 65 (C): -0.328, atom 66 (S): 1.070, atom 67 (C): -0.312, atom 68 (C): -0.322, atom 69 (S): 1.064, atom 70 (C): -0.600, atom 71 (N): -0.046, atom 72 (C): -0.072, atom 73 (H): 0.091, atom 74 (H): 0.076, atom 75 (H): 0.043, atom 76 (H): 0.076, atom 77 (H): 0.075, atom 78 (H): 0.077, atom 79 (H): 0.076, atom 80 (H): 0.088

---

(6)
DFT (ωB97M-V/def2-TZVPD) results for a structure of composition C2H2F2O in a non-equilibrium geometry.

CARTESIAN COORDINATES (ANGSTROEM)
C -0.982 -0.073 -0.037
C 0.911 0.118 0.064
O 0.131 0.273 -1.014
F 1.598 1.097 0.562
F 1.329 -1.096 0.349
H -1.314 -1.078 0.004
H -1.673 0.759 0.072

Summary:
LUMO level = 0.911 eV
Energy above the lowest of the compared OMol25 structures with the same formula, charge and spin = 252.2 kJ/mol
E_HOMO = -8.95 eV

Let us look at the Löwdin charges, expressed in e, one per atom: atom 1 (C): 0.060, atom 2 (C): -0.522, atom 3 (O): -0.026, atom 4 (F): 0.209, atom 5 (F): 0.159, atom 6 (H): 0.051, atom 7 (H): 0.069

---

(7)
DFT (ωB97M-V/def2-TZVPD) results for the molecule C4H9ClOSi in a non-equilibrium geometry.

CARTESIAN COORDINATES (ANGSTROEM)
C -0.695 0.325 0.654
C 0.727 -1.249 -0.758
C -0.381 1.016 -1.755
C 0.181 0.165 -0.580
O -1.780 0.860 0.601
Si -0.175 -0.202 2.442
Cl 1.879 0.007 2.478
H -0.082 -1.833 -1.168
H 1.045 -1.482 0.164
H 1.467 -1.267 -1.508
H -1.289 0.591 -2.240
H 0.205 0.901 -2.627
H -0.484 1.984 -1.558
H 0.999 0.737 -0.294
H -0.594 0.922 3.523
H -1.023 -1.476 2.626

Summary:
LUMO level = 0.602 eV
Structure (SMILES) = CC(C)C(=O)[SiH2]Cl
Energy above the lowest of the compared OMol25 structures with the same formula, charge and spin = 250.8 kJ/mol
E_HOMO = -9.13 eV

Let us look at the Löwdin charges, expressed in e, one per atom: atom 1 (C): -0.521, atom 2 (C): -0.040, atom 3 (C): -0.040, atom 4 (C): -0.384, atom 5 (O): 0.016, atom 6 (Si): 0.327, atom 7 (Cl): 0.245, atom 8 (H): 0.093, atom 9 (H): -0.004, atom 10 (H): 0.075, atom 11 (H): 0.099, atom 12 (H): 0.061, atom 13 (H): 0.031, atom 14 (H): 0.090, atom 15 (H): -0.019, atom 16 (H): -0.029

---

Number 1: total energy -1141.9123 hartree. Number 2: total energy -615.2214 hartree. Number 3: total energy -402.8863 hartree. Number 4: total energy -361.5595 hartree. Number 5: total energy -4420.3526 hartree. Number 6: total energy -352.2567 hartree. Number 7: total energy -982.7140 hartree.